1.
Density functional theory data (ωB97M-V/def2-TZVPD) for 6 unconnected molecules or ions with the total composition C31H50F5O21P at a distorted geometry.

```
108
Properties=species:S:1:pos:R:3:lowdin_charge:R:1
O -4.10 8.84 -0.33 0.142
C -4.11 7.63 -0.29 -0.302
C -5.37 6.88 -0.05 0.044
C -5.34 5.57 0.20 -0.126
P -6.88 4.70 0.59 0.440
O -6.82 4.06 1.89 -0.223
O -8.02 5.84 0.57 -0.114
O -7.24 3.72 -0.62 -0.091
C -4.04 4.82 0.23 -0.308
O -4.01 3.68 0.63 0.138
C -2.82 5.51 -0.24 -0.062
C -1.56 4.73 -0.39 -0.115
C -1.70 3.46 -1.24 -0.152
C -0.31 2.82 -1.32 -0.071
C -0.30 1.40 -1.81 -0.438
F -0.99 1.22 -2.95 0.140
F 1.01 1.05 -2.06 0.090
C -0.76 0.34 -0.78 -0.530
F -0.09 0.48 0.37 0.166
F -0.47 -0.87 -1.27 0.157
F -2.08 0.42 -0.51 0.172
C -2.87 6.83 -0.48 -0.182
O -1.78 7.57 -0.85 0.076
H -6.28 7.47 -0.06 0.117
H -8.21 6.09 -0.34 0.079
H -7.06 4.12 -1.47 0.085
H -1.19 4.42 0.59 0.140
H -0.77 5.33 -0.82 0.121
H -2.43 2.79 -0.82 0.098
H -2.00 3.75 -2.24 0.128
H 0.35 3.43 -1.92 0.142
H 0.11 2.81 -0.32 0.129
H -1.77 7.61 -1.81 0.129
C 1.40 -2.88 1.07 -0.059
C -0.09 -3.07 0.85 -0.214
O -0.55 -4.35 1.30 0.044
C -0.65 -4.48 2.62 -0.617
O -0.44 -3.63 3.45 0.128
O -1.07 -5.72 2.88 0.003
C -1.18 -6.03 4.27 -0.037
H 1.96 -3.69 0.62 0.082
H 1.73 -1.93 0.65 0.071
H 1.63 -2.88 2.14 0.075
H -0.30 -3.05 -0.22 0.112
H -0.67 -2.27 1.32 0.121
H -1.83 -5.31 4.78 0.099
H -0.20 -6.04 4.74 0.098
H -1.62 -7.02 4.34 0.087
C 3.53 5.18 -7.40 -0.066
C 2.40 4.22 -7.70 -0.214
O 2.71 2.87 -7.30 0.038
C 2.65 2.63 -5.99 -0.617
O 2.32 3.42 -5.14 0.117
O 2.99 1.36 -5.79 0.013
C 3.02 0.98 -4.41 -0.024
H 4.45 4.84 -7.86 0.082
H 3.29 6.17 -7.78 0.079
H 3.70 5.26 -6.33 0.073
H 2.23 4.16 -8.77 0.121
H 1.47 4.53 -7.23 0.122
H 2.09 1.20 -3.92 0.066
H 3.84 1.48 -3.91 0.104
H 3.20 -0.10 -4.39 0.096
C 3.30 1.23 2.83 -0.060
C 3.81 2.27 1.87 -0.207
O 2.90 3.38 1.76 0.030
C 2.88 4.23 2.78 -0.618
O 3.57 4.18 3.76 0.131
O 1.96 5.15 2.52 -0.001
C 1.75 6.10 3.57 -0.037
H 2.30 0.90 2.55 0.076
H 3.97 0.36 2.84 0.076
H 3.25 1.61 3.85 0.077
H 3.86 1.85 0.86 0.121
H 4.80 2.63 2.13 0.126
H 2.68 6.58 3.85 0.096
H 1.30 5.60 4.44 0.100
H 1.06 6.84 3.19 0.092
C 6.54 -3.31 -4.88 -0.064
C 6.81 -1.91 -4.37 -0.209
O 5.96 -1.56 -3.27 0.029
C 6.28 -2.11 -2.10 -0.618
O 7.21 -2.83 -1.88 0.130
O 5.38 -1.70 -1.20 0.003
C 5.55 -2.25 0.11 -0.036
H 5.49 -3.42 -5.14 0.082
H 7.15 -3.52 -5.76 0.081
H 6.77 -4.06 -4.12 0.074
H 6.59 -1.19 -5.14 0.121
H 7.86 -1.78 -4.08 0.124
H 6.55 -2.06 0.49 0.097
H 5.35 -3.32 0.10 0.100
H 4.83 -1.76 0.75 0.082
C -6.59 -10.10 6.96 -0.066
C -5.09 -10.21 6.72 -0.211
O -4.77 -10.31 5.33 0.038
C -4.86 -9.17 4.64 -0.620
O -5.13 -8.09 5.08 0.123
O -4.54 -9.44 3.37 0.007
C -4.65 -8.31 2.50 -0.033
H -7.11 -10.93 6.49 0.082
H -6.80 -10.10 8.02 0.080
H -6.98 -9.18 6.53 0.074
H -4.72 -11.13 7.16 0.121
H -4.55 -9.38 7.17 0.123
H -4.06 -7.48 2.86 0.087
H -5.69 -8.01 2.39 0.099
H -4.27 -8.63 1.53 0.095
```

Results
HOMO = -10.47 eV
SMILES = O=C1C=C(P(=O)(O)O)C(=O)C(CCCC(F)(F)C(F)(F)F)=C1O.CCOC(=O)OC.CCOC(=O)OC.CCOC(=O)OC.CCOC(=O)OC.CCOC(=O)OC
HOMO-LUMO gap = 8.48 eV



2.
Density functional theory data (ωB97M-V/def2-TZVPD) for a single C4H4O molecule.

```
9
Properties=species:S:1:pos:R:3:lowdin_charge:R:1
O -0.16 1.34 0.28 -0.013
C -0.90 0.64 -0.62 -0.134
C -0.46 -0.64 -0.69 -0.084
C 0.56 -0.77 0.29 -0.084
C 0.74 0.47 0.82 -0.126
H -1.75 1.14 -1.04 0.119
H -0.80 -1.43 -1.35 0.103
H 0.87 -1.73 0.66 0.099
H 1.43 0.91 1.52 0.120
```

Results
HOMO = -8.85 eV
SMILES = c1ccoc1
energy relative to the best compared isomer or geometry (same formula, charge and spin) = 0.167 eV
HOMO-LUMO gap = 10.02 eV



3.
Density functional theory data (ωB97M-V/def2-TZVPD) for 2 unconnected molecules or ions with the total composition CH3F3P2 at a distorted geometry.

```
9
Properties=species:S:1:pos:R:3:lowdin_charge:R:1
C 0.93 -0.05 -0.67 -0.518
F 2.01 0.28 -1.44 -0.009
F 1.35 -1.13 0.04 -0.021
F -1.68 0.38 -0.57 -0.445
P -1.03 0.19 2.39 0.628
P -0.64 -0.20 -1.64 0.900
H -0.32 0.02 1.19 -0.304
H -0.11 -0.66 3.05 -0.233
H -0.51 1.18 -2.34 0.003
```

Results
HOMO (spin up / spin down) = -8.88 / -9.06 eV
energy relative to the best compared isomer or geometry (same formula, charge and spin) = 2.891 eV
HOMO-LUMO gap (spin up / spin down) = 7.75 / 7.88 eV



4.
Density functional theory data (ωB97M-V/def2-TZVPD) for a molecular structure, C7H4N2 at a distorted geometry.

```
13
Properties=species:S:1:pos:R:3:lowdin_charge:R:1
C 2.32 -0.53 1.70 0.175
C -1.86 -0.62 1.94 0.123
C 2.07 -0.16 0.57 -0.064
C -1.30 -0.36 0.86 -0.204
C 0.04 0.91 -2.13 -0.147
C -1.01 0.41 -1.37 -0.088
C 1.26 0.26 -0.45 -0.131
N 1.23 0.74 -1.57 0.095
N -0.61 -0.15 -0.23 0.011
H 2.47 -0.99 2.61 0.020
H -2.51 -1.10 2.59 -0.003
H -0.02 1.12 -3.16 0.088
H -2.08 0.49 -1.37 0.124
```

Results
HOMO = -8.07 eV
energy relative to the best compared isomer or geometry (same formula, charge and spin) = 2.773 eV
HOMO-LUMO gap = 8.05 eV